{"formula": "C19H39N2O3", "method": "ωB97M-V/def2-TZVPD", "species": ["C", "O", "C", "C", "C", "C", "C", "C", "C", "C", "C", "C", "C", "C", "C", "N", "C", "C", "C", "C", "N", "C", "O", "O", "H", "H", "H", "H", "H", "H", "H", "H", "H", "H", "H", "H", "H", "H", "H", "H", "H", "H", "H", "H", "H", "H", "H", "H", "H", "H", "H", "H", "H", "H", "H", "H", "H", "H", "H", "H", "H", "H", "H"], "positions_angstrom": [[-6.904, 2.563, 6.940], [-6.014, 2.679, 5.772], [-5.000, 3.675, 6.170], [-3.929, 3.997, 4.927], [-4.706, 4.312, 3.519], [-4.289, 3.343, 2.262], [-2.664, 3.134, 2.069], [-2.499, 1.889, 0.977], [-1.192, 2.247, 0.028], [-0.510, 0.770, -0.348], [1.030, 1.081, -0.855], [1.207, 0.240, -2.283], [2.752, 0.188, -2.830], [3.863, -0.200, -1.687], [4.922, -1.352, -2.187], [4.293, -2.572, -2.817], [4.306, -3.785, -1.917], [3.343, -5.032, -2.451], [3.421, -5.289, -4.067], [1.887, -5.236, -4.731], [1.820, -5.904, -6.101], [5.941, -1.648, -0.940], [5.604, -1.885, 0.333], [7.406, -1.598, -1.230], [-7.528, 3.547, 7.096], [-6.288, 2.347, 7.920], [-7.661, 1.657, 6.780], [-5.436, 4.705, 6.520], [-4.321, 3.195, 7.024], [-3.208, 3.067, 4.898], [-3.297, 4.974, 5.189], [-5.886, 4.228, 3.625], [-4.474, 5.440, 3.218], [-4.659, 3.900, 1.273], [-4.841, 2.292, 2.264], [-2.098, 2.808, 3.040], [-2.126, 4.113, 1.654], [-3.504, 1.817, 0.355], [-2.351, 0.911, 1.613], [-1.597, 2.738, -0.969], [-0.406, 2.913, 0.586], [-1.123, 0.250, -1.209], [-0.503, 0.070, 0.609], [1.146, 2.221, -1.109], [1.750, 0.715, -0.008], [0.671, -0.822, -2.239], [0.577, 0.866, -3.081], [3.019, 1.271, -3.250], [2.770, -0.557, -3.757], [3.414, -0.545, -0.661], [4.512, 0.786, -1.512], [5.581, -0.840, -3.040], [4.790, -2.721, -3.722], [5.361, -4.259, -1.730], [3.847, -3.486, -0.857], [2.214, -4.908, -2.169], [3.710, -6.031, -1.930], [3.777, -6.413, -4.244], [4.184, -4.617, -4.646], [1.134, -5.843, -4.041], [1.622, -4.096, -4.800], [0.805, -5.960, -6.412], [2.338, -5.348, -6.829]], "total_energy_ev": -29449.357, "relative_energy_kcal_mol": 219.60, "homo_energy_ha": -0.140, "multiplicity": 1, "molar_mass_g_mol": 343.532, "homo_lumo_gap_ev": 5.87, "total_charge": -1}